Entry 1
ORCA calculation (wB97M-V/def2-TZVPD) on 10 unconnected molecules or ions with the total composition H20O10.

For the HOMO energy, the calculation gives -10.72 eV. As for the SMILES: O.O.O.O.O.O.O.O.O.O. For the LUMO energy, the calculation gives -0.27 eV. The calculation puts the orbital gap at 10.5 eV.

Each line ends with the natural charge from an NBO analysis.
Positions of all 30 atoms, in Å:
O1 -0.494 -0.865 2.991  -0.96
H1 0.357 -1.051 3.388  0.48
H2 -1.049 -0.600 3.724  0.49
O2 -0.198 3.179 -1.840  -0.96
H3 0.022 2.280 -1.593  0.48
H4 0.541 3.469 -2.374  0.48
O3 0.604 -3.029 1.256  -0.94
H5 0.379 -2.473 2.001  0.46
H6 -0.239 -3.259 0.864  0.47
O4 1.783 0.869 -2.088  -0.98
H7 1.148 0.513 -2.710  0.48
H8 1.377 0.742 -1.231  0.47
O5 1.164 -2.995 -1.962  -0.95
H9 1.688 -2.341 -1.499  0.48
H10 0.561 -2.482 -2.500  0.47
O6 -0.108 -0.724 -3.299  -0.97
H11 -0.771 -0.949 -2.647  0.50
H12 -0.609 -0.428 -4.059  0.49
O7 0.309 0.536 0.248  -0.98
H13 0.111 0.396 1.174  0.50
H14 -0.007 -0.256 -0.187  0.49
O8 1.094 2.572 3.871  -0.95
H15 0.989 1.910 4.554  0.46
H16 0.340 2.444 3.295  0.48
O9 -1.186 2.939 1.855  -0.96
H17 -1.119 3.891 1.777  0.48
H18 -0.681 2.602 1.116  0.49
O10 -1.691 -2.061 -1.406  -0.96
H19 -1.773 -2.966 -1.708  0.49
H20 -2.539 -1.862 -1.010  0.49

***

Entry 2
ORCA calculation (wB97M-V/def2-TZVPD) on 10 unconnected molecules or ions with the total composition H20O10.

For the HOMO energy, the calculation gives -10.68 eV. As for the SMILES: O.O.O.O.O.O.O.O.O.O. For the LUMO energy, the calculation gives -0.29 eV. The calculation puts the orbital gap at 10.4 eV.

Each line ends with the natural charge from an NBO analysis.
Positions of all 30 atoms, in Å:
O1 0.759 -1.912 1.089  -0.95
H1 1.330 -1.947 0.343  0.48
H2 1.381 -1.808 1.792  0.48
O2 2.797 0.424 0.034  -0.96
H3 3.557 -0.195 0.069  0.47
H4 2.159 -0.031 -0.514  0.49
O3 -2.391 -1.104 -1.389  -0.93
H5 -2.091 -0.705 -2.168  0.47
H6 -3.148 -1.537 -1.729  0.48
O4 1.137 -1.130 -2.067  -0.99
H7 0.656 -1.903 -2.278  0.47
H8 0.592 -0.332 -2.206  0.50
O5 0.466 1.477 -2.777  -0.97
H9 0.174 2.081 -2.049  0.49
H10 -0.300 1.106 -3.198  0.44
O6 -0.240 2.920 -0.804  -0.92
H11 -1.097 2.781 -1.153  0.47
H12 0.018 2.236 -0.238  0.51
O7 -1.265 0.316 2.912  -0.97
H13 -1.206 1.200 3.180  0.48
H14 -2.033 0.143 2.334  0.50
O8 1.561 1.388 2.470  -0.96
H15 1.793 1.094 1.593  0.49
H16 1.409 0.578 2.966  0.46
O9 -0.324 0.470 0.235  -1.00
H17 -0.194 0.406 1.178  0.51
H18 -0.271 -0.377 -0.160  0.48
O10 -1.988 -2.027 1.099  -0.98
H19 -2.186 -1.613 0.269  0.47
H20 -1.054 -2.000 1.167  0.48

***

entry 1 is preferred energetically. Next in line: 0.0154 hartree higher.

***

Entry 1
ORCA calculation (wB97M-V/def2-TZVPD) on a gas-phase ion, C3H9O (charge +1).

For the HOMO energy, the calculation gives -17.86 eV. For the LUMO energy, the calculation gives -3.19 eV. Its charge is +1. The calculation puts the orbital gap at 14.7 eV.

Each line ends with the natural charge from an NBO analysis.
Positions of all 13 atoms, in Å:
C1 0.431 0.860 0.956  -0.30
C2 -0.732 0.596 -1.105  -0.25
C3 0.103 -1.311 0.150  -0.27
O1 -0.571 -0.027 0.255  -0.33
H1 0.384 0.494 1.967  0.24
H2 1.516 0.510 0.774  0.24
H3 0.229 2.010 0.773  0.27
H4 -1.179 -0.322 -1.668  0.24
H5 -1.425 1.351 -0.831  0.24
H6 0.310 0.770 -1.515  0.24
H7 -0.585 -2.009 0.373  0.23
H8 0.518 -1.461 -0.930  0.23
H9 0.999 -1.462 0.802  0.24

***

Entry 2
ORCA calculation (wB97M-V/def2-TZVPD) on 2 unconnected molecules or ions with the total composition C3H9O.

For the HOMO energy, the calculation gives -17.91 eV. For the LUMO energy, the calculation gives -6.95 eV. Its charge is +1. The calculation puts the orbital gap at 11.0 eV.

Each line ends with the natural charge from an NBO analysis.
Positions of all 13 atoms, in Å:
O1 1.454 0.634 -0.872  -0.66
H1 1.251 1.567 -1.061  0.53
H2 0.679 0.053 -1.027  0.48
H3 1.451 -1.023 0.692  0.27
C1 -1.740 0.058 -0.094  -0.62
C2 -0.195 0.296 0.127  0.10
C3 0.377 -0.989 0.841  -0.66
H4 -2.196 0.852 -0.673  0.26
H5 -1.785 -0.949 -0.492  0.24
H6 -2.130 0.073 0.926  0.30
H7 0.037 1.052 0.863  0.24
H8 0.353 -0.776 1.913  0.28
H9 -0.220 -1.806 0.472  0.23

***

entry 1 is preferred energetically. Next in line: 0.0425 hartree higher.

***

Entry 1
ORCA calculation (wB97M-V/def2-TZVPD) on 2 unconnected molecules or ions with the total composition C5H9N2O.

For the HOMO energy, the calculation gives -14.84 eV. For the LUMO energy, the calculation gives -4.70 eV. Its charge is +1. The calculation puts the orbital gap at 10.1 eV.

Each line ends with the natural charge from an NBO analysis.
Positions of all 17 atoms, in Å:
C1 -2.463 0.012 0.002  0.85
C2 0.712 -0.191 0.003  0.47
C3 0.322 2.089 0.805  0.09
C4 1.426 -1.097 0.956  -0.66
C5 0.629 -0.847 -1.299  -0.69
N1 -2.740 0.647 -0.962  -0.75
N2 0.308 0.967 0.333  -0.29
O1 -2.059 -0.752 0.825  -0.55
H1 -0.312 2.510 1.659  0.25
H2 1.071 2.675 0.290  0.22
H3 2.053 -1.732 0.268  0.25
H4 1.952 -0.637 1.713  0.25
H5 0.652 -1.653 1.533  0.29
H6 1.629 -0.958 -1.720  0.28
H7 0.322 -1.875 -1.062  0.27
H8 0.001 -0.276 -1.993  0.26
H9 -3.502 1.118 -1.351  0.45

***

Entry 2
ORCA calculation (wB97M-V/def2-TZVPD) on a gas-phase ion, C5H9N2O (charge +1).

For the HOMO energy, the calculation gives -13.36 eV. As for the SMILES: [H]/N=C1/C(=O)[C@@H](C)[C@@H]1[NH3+]. For the LUMO energy, the calculation gives -4.27 eV. Its charge is +1. The calculation puts the orbital gap at 9.1 eV.

Each line ends with the natural charge from an NBO analysis.
Positions of all 17 atoms, in Å:
C1 -1.180 1.050 -0.185  0.19
C2 -1.625 -0.512 0.140  0.57
C3 0.259 0.498 -0.358  -0.16
C4 -0.138 -0.824 0.338  -0.33
C5 0.333 -2.147 -0.239  -0.61
N1 -1.762 2.126 -0.077  -0.51
N2 1.349 1.305 0.274  -0.67
O1 -2.632 -1.111 0.114  -0.40
H1 0.483 0.337 -1.415  0.25
H2 0.083 -0.785 1.409  0.24
H3 -0.201 -2.951 0.264  0.25
H4 1.399 -2.296 -0.085  0.22
H5 0.116 -2.211 -1.301  0.23
H6 -1.298 3.022 -0.201  0.36
H7 1.495 0.978 1.240  0.45
H8 1.082 2.299 0.319  0.45
H9 2.238 1.223 -0.236  0.46

***

entry 1 is preferred energetically. Next in line: 0.0044 hartree higher.